[1]
# FeH19O10

A structure of composition FeH19O10 (ωB97M-V with the def2-TZVPD basis set, OMol25).

Geometry as XYZ:
```
30
Properties=species:S:1:pos:R:3:forces:R:3
H 1.56132 -2.02167 -1.13022 -0.5 0.2 0.4
H -0.85988 -0.12186 -0.30550 0.0 -0.1 0.4
H -1.55271 -0.53467 -3.48936 -0.1 0.1 0.0
O 1.60557 2.56729 -0.08883 0.2 0.7 0.0
O -1.91393 0.14111 -2.90229 0.0 -0.2 0.2
H 2.05088 1.86660 -2.89597 -0.1 0.0 0.2
H 3.08521 -1.78968 -0.87562 0.0 0.2 0.2
O -3.04227 -0.49284 1.59916 0.1 0.2 -0.3
O 2.22518 -1.34468 -0.79248 0.6 -0.5 -0.5
O -1.67219 2.15690 1.83234 0.4 0.0 -0.1
H 2.03969 3.16460 0.54295 0.0 -0.2 0.0
H 0.75725 -0.04296 2.10826 -0.1 -0.5 0.0
O 0.15138 -2.95970 -1.45072 0.1 0.4 0.1
H -3.83505 -0.40361 2.14701 0.1 -0.1 0.0
H -0.57644 -2.36244 -1.65754 -0.1 -0.2 -0.1
O 2.16317 1.06322 -2.36242 0.6 -0.3 -0.1
O -0.49482 -1.28520 2.77204 0.0 0.8 -0.7
H 2.22269 0.46143 2.27046 -0.1 -0.1 -0.1
H -1.17436 -0.76160 2.30935 -0.3 -0.6 0.4
H -0.99896 -1.79626 3.41686 0.2 0.0 0.1
H -1.33716 0.16718 -2.12979 0.1 0.1 -0.5
O -0.04141 0.25214 -0.64051 0.9 0.3 -0.2
H -2.18557 2.22756 2.64661 0.0 0.1 -0.1
H 1.00272 3.12808 -0.60684 -0.1 -0.2 0.1
H -0.26666 -3.75222 -1.08660 0.2 0.0 0.0
O 1.54502 0.26441 1.60165 0.8 0.3 0.7
H -3.28925 -0.08006 0.75995 -0.3 -0.1 0.1
H 2.80169 0.51809 -2.85131 -0.2 0.0 0.0
Fe 1.71762 0.55102 -0.36196 -2.4 -0.5 -0.4
H -1.68870 1.21981 1.62134 -0.4 0.0 0.2
```
Forces are in eV/Å.

Computed properties:
HOMO level (spin up / spin down): -0.632 / -0.631 Ha
molar mass: 234.99 g/mol
relative energy (zero: lowest compared OMol25 entry of this formula, charge and spin): 0.012 eV
charge: +2
spin multiplicity: 6

[2]
# H10LiO5

A structure of composition H10LiO5 (ωB97M-V with the def2-TZVPD basis set, OMol25).

Geometry as XYZ:
```
16
Properties=species:S:1:pos:R:3:forces:R:3
H -1.09400 -2.04700 0.58137 1.3 -1.2 1.0
O -1.60200 -1.41600 0.12637 -0.6 1.2 -0.8
H -0.38200 1.07200 1.99337 -1.7 1.1 1.4
Li -0.04900 0.03900 -0.38263 -0.1 -0.1 0.1
H -1.33900 2.44900 -1.39563 0.3 0.5 -0.5
O -1.28000 1.62500 -0.92063 0.4 -0.3 0.2
H 2.27200 0.99300 -0.43663 0.9 -0.3 0.3
H 1.21100 -2.59200 -0.37363 -0.8 -0.8 0.2
H 1.20000 1.98400 -0.60663 -0.4 1.0 0.2
H 0.48800 -0.22600 2.12437 -0.4 1.0 -0.2
H 2.14800 -1.56400 -0.58963 1.2 0.9 -0.4
O 1.30100 -1.66100 -0.18463 -0.5 -0.1 0.2
O 0.27400 0.56700 1.58737 2.0 -2.1 -1.1
H -2.44800 -1.85500 0.05737 -0.6 0.1 -0.3
O 1.47800 1.14100 -0.93263 -0.2 -0.6 -0.6
H -2.17800 1.49100 -0.64763 -0.8 -0.3 0.4
```
Forces are in eV/Å.

Computed properties:
HOMO level: -0.587 Ha
molar mass: 97.02 g/mol
relative energy (zero: lowest compared OMol25 entry of this formula, charge and spin): 0.378 eV
charge: +1
spin multiplicity: 1